[1]
{"formula": "C20H22B2BeF4NO3", "method": "ωB97M-V/def2-TZVPD", "homo_ev": -3.987, "orbital_gap_ev": 6.6, "charge": -1, "symbols": ["F", "F", "F", "F", "O", "O", "O", "N", "C", "C", "C", "C", "C", "C", "C", "C", "C", "C", "C", "C", "C", "C", "C", "C", "C", "C", "C", "C", "B", "B", "Be", "H", "H", "H", "H", "H", "H", "H", "H", "H", "H", "H", "H", "H", "H", "H", "H", "H", "H", "H", "H", "H", "H"], "xyz": [[-0.581, 4.708, 2.806], [0.839, 3.354, 3.995], [0.030, 2.645, 1.951], [1.567, 4.374, 2.073], [-2.735, 0.348, 2.118], [-2.923, 2.431, -0.535], [-1.669, -0.749, 0.439], [0.894, 1.740, -0.421], [4.510, 1.162, -3.529], [-2.041, 1.860, 0.109], [-2.339, -0.904, 2.690], [3.181, 1.025, -3.158], [0.348, -2.136, -3.116], [-1.917, -1.749, 1.435], [-1.341, -0.482, -3.516], [-3.507, -1.491, 3.471], [3.725, 1.750, -0.937], [5.453, 1.576, -2.599], [-1.174, -0.613, 3.638], [-0.659, -2.583, 1.639], [-0.858, -1.769, -3.697], [2.772, 1.319, -1.857], [5.055, 1.873, -1.302], [1.071, -1.221, -2.366], [-3.029, -2.656, 0.902], [-0.613, 0.434, -2.775], [1.360, 1.105, -1.401], [0.599, 0.076, -2.194], [0.490, 3.843, 2.752], [-2.225, 0.444, 0.841], [-0.294, 2.161, 0.505], [3.387, 1.982, 0.066], [0.193, -1.946, 1.869], [-2.294, -0.191, -3.940], [-0.851, -1.517, 4.154], [-0.974, 1.446, -2.652], [2.448, 0.700, -3.885], [2.011, -1.519, -1.915], [-1.412, -2.481, -4.298], [-3.947, -2.090, 0.741], [-1.499, 0.120, 4.376], [-0.336, -0.187, 3.086], [5.793, 2.184, -0.572], [-3.227, -3.481, 1.587], [-0.812, -3.300, 2.448], [-3.234, -2.468, 3.873], [4.820, 0.926, -4.540], [-2.703, -3.051, -0.060], [0.731, -3.141, -3.250], [-4.382, -1.589, 2.832], [-0.430, -3.125, 0.723], [-3.763, -0.820, 4.290], [6.493, 1.670, -2.888]], "lowdin_charge": [0.15, 0.14, 0.09, 0.14, 0.14, -0.06, 0.13, 0.15, -0.10, -0.18, -0.47, -0.04, -0.10, -0.46, -0.08, -0.01, -0.02, -0.11, 0.00, -0.01, -0.11, -0.16, -0.09, -0.05, -0.01, -0.02, -0.30, -0.18, -1.16, -0.58, 0.25, 0.11, 0.09, 0.10, 0.09, 0.12, 0.11, 0.12, 0.09, 0.09, 0.10, 0.09, 0.10, 0.09, 0.09, 0.09, 0.09, 0.09, 0.09, 0.08, 0.09, 0.09, 0.09]}

***

[2]
{"formula": "C11H16ClO5PW", "method": "ωB97M-V/def2-TZVPD", "homo_ev": [-24.872, -24.872], "orbital_gap_ev": [5.2, 5.1], "charge": 4, "symbols": ["W", "Cl", "P", "O", "O", "O", "O", "O", "C", "C", "C", "C", "C", "C", "C", "C", "C", "C", "C", "H", "H", "H", "H", "H", "H", "H", "H", "H", "H", "H", "H", "H", "H", "H", "H"], "xyz": [[0.677, -0.275, -0.033], [-3.676, 2.256, 1.199], [-0.023, 0.395, 2.325], [2.562, 2.188, 0.817], [-0.324, 1.949, 2.561], [-1.233, -0.386, 3.069], [0.329, -2.905, 1.750], [1.227, 0.253, 3.342], [-0.358, 0.184, -1.918], [0.542, -1.921, 1.155], [-1.049, 2.825, 1.698], [1.066, 0.486, -2.074], [1.788, -0.948, 3.879], [-1.457, 1.205, -1.991], [1.817, -0.711, -1.924], [0.876, -1.780, -1.663], [-1.896, 0.146, 4.255], [1.865, 1.248, 0.541], [-0.442, -1.242, -1.703], [1.155, -2.799, -1.481], [-2.005, 2.283, 1.339], [2.902, -0.791, -2.025], [-0.458, 3.170, 0.824], [-1.201, 2.073, -1.380], [2.393, -0.618, 4.734], [-2.342, -0.709, 4.770], [1.408, 1.468, -2.374], [-2.702, 0.808, 3.928], [-2.393, 0.812, -1.584], [2.445, -1.444, 3.145], [1.031, -1.685, 4.222], [-1.464, 3.660, 2.274], [-1.636, 1.547, -3.022], [-1.196, 0.646, 4.931], [-1.378, -1.778, -1.568]], "lowdin_charge": [1.43, 0.75, 0.69, 0.27, -0.16, -0.26, 0.29, -0.24, -0.33, -0.12, 0.00, -0.08, -0.03, 0.04, -0.02, -0.06, 0.01, -0.09, -0.05, 0.16, -0.11, 0.19, 0.16, 0.08, 0.14, 0.13, 0.18, 0.09, 0.10, 0.10, 0.12, 0.16, 0.16, 0.12, 0.18]}

***

[3]
{"formula": "C4H8O5", "method": "ωB97M-V/def2-TZVPD", "relative_energy_kj_mol": 159.20, "homo_ev": -9.937, "orbital_gap_ev": 10.2, "charge": 0, "symbols": ["O", "O", "O", "O", "O", "C", "C", "C", "C", "H", "H", "H", "H", "H", "H", "H", "H"], "xyz": [[0.440, -2.132, 1.467], [1.028, 0.670, 0.640], [-0.443, -0.255, 2.205], [-0.682, 1.909, -0.364], [1.326, 1.671, -1.406], [-0.127, -0.257, -1.161], [0.420, 1.038, -0.526], [-0.996, -0.943, -0.102], [-0.281, -1.054, 1.231], [-1.298, -1.941, -0.431], [0.611, -2.624, 0.651], [2.053, 1.982, -0.853], [0.735, -0.871, -1.430], [-0.695, -0.034, -2.063], [0.279, 0.648, 1.744], [-0.470, 2.549, 0.329], [-1.898, -0.357, 0.069]], "lowdin_charge": [0.19, -0.10, 0.05, 0.04, 0.04, -0.07, -0.74, -0.07, -0.42, 0.13, 0.14, 0.10, 0.13, 0.13, 0.20, 0.11, 0.13]}

***

[4]
{"formula": "C5H2O", "method": "ωB97M-V/def2-TZVPD", "smiles": "C#CC#CC=O", "relative_energy_kj_mol": 53.26, "homo_ev": -10.385, "orbital_gap_ev": 9.7, "charge": 0, "symbols": ["O", "C", "C", "C", "C", "C", "H", "H"], "xyz": [[2.147, -2.144, -1.124], [-0.225, 0.283, 0.070], [0.307, -0.749, -0.362], [-0.739, 1.553, 0.581], [-1.341, 2.543, 0.904], [1.008, -1.991, -0.745], [0.319, -2.964, -0.705], [-1.476, 3.468, 1.381]], "lowdin_charge": [0.05, 0.00, 0.05, -0.11, 0.12, -0.29, 0.15, 0.03]}

***

[5]
{"formula": "C6H10N2", "method": "ωB97M-V/def2-TZVPD", "relative_energy_kj_mol": 756.57, "homo_ev": -8.779, "orbital_gap_ev": 9.2, "charge": 0, "symbols": ["N", "N", "C", "C", "C", "C", "C", "C", "H", "H", "H", "H", "H", "H", "H", "H", "H", "H"], "xyz": [[-1.290, -1.144, 1.131], [0.547, 2.325, 0.150], [-0.642, 0.634, -1.472], [-0.467, -1.362, -0.194], [-1.170, -0.562, -1.256], [1.443, -0.271, 1.254], [0.664, 0.987, -0.694], [0.576, -0.269, 0.148], [-1.211, 1.404, -1.972], [-0.674, -2.320, 1.640], [-0.279, -2.376, -0.436], [-2.133, -0.676, -1.755], [-2.459, -1.440, 0.660], [1.807, 0.636, 1.998], [1.479, -1.230, 1.715], [1.507, 0.795, -1.170], [1.105, 2.616, -0.746], [1.197, 2.254, 1.000]], "lowdin_charge": [-0.02, 0.04, -0.04, -0.37, -0.10, 0.03, -0.31, -0.26, 0.10, 0.21, 0.10, 0.11, 0.16, 0.11, 0.01, 0.08, 0.10, 0.06]}

***

[6]
{"formula": "C5H11ClN", "method": "ωB97M-V/def2-TZVPD", "smiles": "C=C(Cl)[N+](C)(C)C", "relative_energy_kj_mol": 208.84, "homo_ev": -14.235, "orbital_gap_ev": 10.8, "charge": 1, "symbols": ["Cl", "N", "C", "C", "C", "C", "C", "H", "H", "H", "H", "H", "H", "H", "H", "H", "H", "H"], "xyz": [[2.659, -0.329, -0.181], [-0.126, -0.316, 0.034], [-0.869, 0.074, -1.285], [0.168, -1.724, -0.002], [-0.887, 0.169, 1.195], [1.210, 0.531, 0.067], [1.114, 1.876, 0.113], [0.924, -2.042, -0.835], [-0.728, -2.365, -0.002], [-0.188, 0.308, 1.980], [-1.690, -0.606, 1.373], [0.239, 2.384, 0.447], [2.012, 2.375, -0.218], [-0.826, 1.145, -1.331], [-0.318, -0.407, -2.148], [-1.386, 1.069, 1.023], [0.546, -1.952, 0.959], [-1.853, -0.192, -1.189]], "lowdin_charge": [0.81, -0.35, 0.07, -0.09, 0.01, -0.67, 0.06, 0.13, 0.13, 0.11, 0.15, 0.08, 0.09, 0.09, 0.14, 0.09, 0.09, 0.08]}

***

[7]
{"formula": "C14H22N6Pd", "method": "ωB97M-V/def2-TZVPD", "spin_multiplicity": 5, "homo_ev": [-22.095, -22.059], "orbital_gap_ev": [9.4, 4.9], "charge": 4, "symbols": ["Pd", "N", "N", "N", "N", "N", "N", "C", "C", "C", "C", "C", "C", "C", "C", "C", "C", "C", "C", "C", "C", "H", "H", "H", "H", "H", "H", "H", "H", "H", "H", "H", "H", "H", "H", "H", "H", "H", "H", "H", "H", "H", "H"], "xyz": [[0.458, 0.022, 0.007], [-1.411, 1.348, 0.004], [2.836, 0.110, -0.001], [-0.385, -0.111, 2.200], [5.008, 0.711, 0.086], [-0.973, -1.595, 0.003], [-0.381, -0.113, -2.193], [-1.311, -2.168, -1.166], [-1.179, 2.046, 1.284], [-0.845, -1.490, -2.431], [5.016, -0.604, -0.083], [-0.863, -1.484, 2.438], [-1.187, 2.041, -1.281], [3.604, -0.979, -0.138], [-2.023, -3.347, 1.203], [3.709, 1.138, 0.135], [-1.365, 0.995, 2.358], [-2.016, -3.349, -1.200], [-2.367, -3.954, 0.001], [-1.318, -2.165, 1.171], [-1.376, 0.981, -2.346], [-2.292, -3.795, -2.149], [5.915, -1.211, -0.157], [-2.336, 0.919, 0.008], [0.463, 0.086, -2.729], [-0.047, -2.067, -2.896], [-1.669, -1.450, -3.149], [3.217, -1.981, -0.267], [-2.911, -4.889, 0.000], [-2.304, -3.791, 2.151], [-1.260, 1.436, 3.351], [-1.875, 2.876, 1.440], [-2.367, 0.536, -2.265], [5.836, 1.309, 0.166], [-1.287, 1.417, -3.343], [-1.886, 2.867, -1.438], [3.448, 2.181, 0.265], [-0.175, 2.471, 1.285], [-1.697, -1.434, 3.145], [-0.184, 2.468, -1.290], [-0.076, -2.066, 2.916], [0.463, 0.075, 2.736], [-2.363, 0.560, 2.292]], "lowdin_charge": [1.01, -0.06, 0.01, -0.01, 0.19, 0.05, 0.00, -0.22, -0.14, -0.07, 0.15, -0.07, -0.14, 0.04, 0.05, 0.01, -0.11, 0.05, 0.06, -0.22, -0.12, 0.16, 0.19, 0.16, 0.16, 0.16, 0.17, 0.15, 0.15, 0.16, 0.17, 0.17, 0.15, 0.23, 0.17, 0.17, 0.17, 0.13, 0.16, 0.13, 0.16, 0.16, 0.15]}

***

[8]
{"formula": "C3H6O", "method": "ωB97M-V/def2-TZVPD", "relative_energy_kj_mol": 513.75, "homo_ev": -8.762, "orbital_gap_ev": 9.1, "charge": 0, "symbols": ["O", "C", "C", "C", "H", "H", "H", "H", "H", "H"], "xyz": [[-1.137, -0.271, 0.093], [-0.303, 0.830, 0.087], [0.009, -1.107, -1.521], [0.683, 1.025, 0.948], [-1.060, -0.716, 0.953], [1.349, 1.867, 0.815], [-0.532, 1.462, -0.760], [0.893, 0.331, 1.760], [0.784, -1.453, -0.800], [-0.686, -1.968, -1.575]], "lowdin_charge": [-0.09, -0.32, 0.14, 0.01, 0.12, 0.06, 0.11, 0.06, -0.04, -0.05]}

***

[9]
{"formula": "CH5NP2", "method": "ωB97M-V/def2-TZVPD", "spin_multiplicity": 3, "relative_energy_kj_mol": 414.58, "homo_ev": [-4.284, -10.741], "orbital_gap_ev": [5.3, 7.8], "charge": 0, "symbols": ["P", "P", "N", "C", "H", "H", "H", "H", "H"], "xyz": [[1.566, -0.683, 0.033], [0.525, 1.215, 0.133], [-1.889, -0.421, 0.042], [-1.829, -1.288, -0.731], [-2.232, 0.211, 0.632], [1.564, 1.951, -0.544], [2.027, -0.757, 1.344], [0.504, -1.553, 0.196], [-0.235, 1.326, -1.105]], "lowdin_charge": [0.45, 0.34, -0.01, -0.07, 0.00, -0.16, -0.18, -0.21, -0.16]}

***

[10]
{"formula": "C27H42BiCl3N4O3SSi", "method": "ωB97M-V/def2-TZVPD", "relative_energy_kj_mol": 269.51, "homo_ev": -6.466, "orbital_gap_ev": 5.9, "charge": 0, "symbols": ["Bi", "Cl", "Cl", "Cl", "S", "Si", "O", "O", "O", "N", "N", "N", "N", "C", "C", "C", "C", "C", "C", "C", "C", "C", "C", "C", "C", "C", "C", "C", "C", "C", "C", "C", "C", "C", "C", "C", "C", "C", "C", "C", "H", "H", "H", "H", "H", "H", "H", "H", "H", "H", "H", "H", "H", "H", "H", "H", "H", "H", "H", "H", "H", "H", "H", "H", "H", "H", "H", "H", "H", "H", "H", "H", "H", "H", "H", "H", "H", "H", "H", "H", "H", "H"], "xyz": [[-0.644, 0.297, 1.933], [-1.465, -1.163, 3.891], [-0.213, -2.064, 0.693], [1.899, 0.436, 1.519], [-1.367, 4.438, -0.813], [0.812, -3.328, 2.225], [-2.756, -0.703, -0.027], [-0.171, -0.859, -1.953], [-0.140, 1.800, 3.624], [0.184, 1.236, 5.797], [-1.510, 1.788, -1.376], [-0.158, 2.486, 0.409], [-3.150, -1.757, -2.038], [0.131, 3.319, -4.601], [1.801, -2.866, -2.808], [-0.472, 0.998, -4.274], [-1.193, 1.582, 6.143], [1.734, -2.295, 3.496], [0.396, 3.645, 0.932], [1.640, 4.945, 2.539], [1.240, 3.132, -3.769], [1.389, 3.733, 1.914], [-0.558, -4.418, 2.906], [-3.244, -0.722, -1.170], [-0.223, 4.826, 0.462], [0.763, -3.169, -5.609], [0.779, -1.873, -4.862], [-3.375, -1.557, -3.461], [1.493, 1.886, -3.195], [0.011, 6.046, 1.096], [1.166, -1.750, -3.580], [-0.738, 2.254, -4.838], [0.939, 6.096, 2.146], [0.858, -0.522, -2.728], [1.095, 0.914, 6.887], [0.632, 1.395, 4.564], [-0.990, 2.741, -0.597], [0.632, 0.817, -3.443], [2.018, -4.442, 1.335], [-2.585, -3.037, -1.644], [2.555, -2.880, 3.949], [-3.825, 0.133, -1.581], [-2.742, -3.195, -0.574], [1.120, 7.041, 2.666], [-0.563, 6.915, 0.773], [-1.033, 0.871, -1.481], [2.185, -1.396, 3.042], [1.472, -5.184, 0.734], [-3.941, -0.627, -3.595], [1.696, 1.168, 4.380], [0.473, -1.003, -5.439], [-1.508, -3.058, -1.871], [0.028, -3.135, -6.426], [-1.231, 2.600, 6.553], [1.370, 1.821, 7.442], [-2.149, 2.085, -2.108], [-0.373, -4.628, 3.971], [1.927, 3.958, -3.574], [-1.826, 1.514, 5.258], [-1.113, 0.137, -4.494], [2.725, -3.887, 0.702], [-3.948, -2.407, -3.865], [-0.052, 4.294, -5.056], [-2.416, -1.491, -4.006], [2.081, -3.699, -3.462], [1.075, -1.964, 4.312], [-1.547, 0.892, 6.913], [2.598, -4.989, 2.096], [1.736, -3.405, -6.072], [1.761, -0.406, -2.100], [-1.624, 2.379, -5.464], [-0.530, -5.386, 2.373], [1.942, 2.830, 2.155], [-3.092, -3.819, -2.224], [0.616, 0.215, 7.581], [2.364, 1.721, -2.560], [2.709, -2.519, -2.294], [1.104, -3.230, -2.037], [2.387, 4.997, 3.335], [0.495, -4.017, -4.956], [2.000, 0.463, 6.471], [-1.569, -3.998, 2.807]], "lowdin_charge": [1.32, -0.08, 0.30, 0.03, 1.07, 0.27, -0.16, -0.28, -0.31, -0.17, 0.14, -0.06, -0.18, -0.11, -0.05, -0.07, -0.03, -0.26, -0.32, -0.09, -0.10, -0.07, -0.23, -0.33, -0.46, -0.13, -0.13, -0.05, -0.04, -0.10, -0.23, -0.10, -0.10, -0.51, -0.02, -0.32, -0.68, -0.17, -0.21, -0.06, 0.04, 0.13, 0.08, 0.10, 0.10, 0.07, -0.07, 0.04, 0.09, 0.14, 0.09, 0.07, 0.06, 0.11, 0.10, 0.10, 0.04, 0.10, 0.07, 0.09, 0.04, 0.09, 0.10, 0.08, 0.07, -0.02, 0.10, 0.04, 0.07, 0.11, 0.10, 0.03, 0.03, 0.09, 0.10, 0.11, 0.08, 0.06, 0.10, 0.07, 0.09, 0.01]}

***

[11]
{"formula": "C6H10O", "method": "ωB97M-V/def2-TZVPD", "relative_energy_kj_mol": 315.07, "homo_ev": -8.484, "orbital_gap_ev": 9.4, "charge": 0, "symbols": ["O", "C", "C", "C", "C", "C", "C", "H", "H", "H", "H", "H", "H", "H", "H", "H", "H"], "xyz": [[-1.856, -1.038, -1.100], [1.352, 1.356, 1.160], [-2.012, -0.235, -2.114], [0.945, 0.008, 0.591], [-0.542, -1.055, -0.490], [-0.412, -0.642, 0.985], [0.445, 0.038, -0.868], [1.139, -0.124, -1.695], [1.753, -0.724, 0.715], [1.694, 1.300, 2.198], [-3.064, -0.456, -2.422], [-0.413, -1.438, 1.736], [-0.107, 0.964, -1.055], [-1.153, 0.119, 1.257], [0.512, 2.059, 1.107], [2.166, 1.775, 0.556], [-0.160, -2.068, -0.652]], "lowdin_charge": [-0.12, -0.07, 0.07, -0.35, -0.31, -0.08, -0.13, 0.12, 0.14, 0.07, 0.02, 0.11, 0.10, 0.12, 0.08, 0.08, 0.16]}

***

[12]
{"formula": "C6H3EuO5", "method": "ωB97M-V/def2-TZVPD", "spin_multiplicity": 8, "homo_ev": [-21.268, -21.269], "orbital_gap_ev": [7.2, 7.2], "charge": 3, "symbols": ["Eu", "O", "O", "O", "O", "O", "C", "C", "C", "C", "C", "C", "H", "H", "H"], "xyz": [[3.182, 2.619, -0.385], [1.337, 0.840, 0.101], [-0.861, 1.737, -0.653], [-0.469, -3.449, 0.539], [-1.661, -0.318, -0.674], [-2.294, 1.124, -2.287], [-1.688, 0.862, -1.300], [-0.241, 1.122, 0.404], [-0.796, -0.268, 0.446], [1.519, -0.494, 0.201], [0.374, -1.208, 0.394], [0.344, -2.665, 0.190], [2.541, -0.876, 0.233], [-0.235, 1.739, 1.306], [-1.054, -0.765, 1.486]], "lowdin_charge": [1.98, -0.17, 0.18, 0.41, 0.19, 0.30, -0.48, -0.07, -0.14, -0.01, -0.08, 0.25, 0.17, 0.20, 0.25]}

***

Looking at max |F| for the records above, in order, we have 0.9, 10.9, 2.4, 3.5, 8.7, 3.8, 1.1, 0.5, 4.2, 2.6, 0.6, 8.5 eV/A.